# 1
Below is an isolated ion of composition C3H9N2OS2 and charge +1, with properties calculated with ωB97M-V/def2-TZVPD.

```
17
Properties=species:S:1:pos:R:3:nbo_charge:R:1
N -0.9809 1.8255 1.3471 -0.8177
C -1.2429 0.5783 0.8374 0.6491
O -1.9150 -0.2321 1.4390 -0.5847
C -0.4926 0.2333 -0.4633 -0.1503
N -0.8209 -1.2713 -0.5804 -0.7205
C 1.0459 0.6247 -0.1485 -0.5651
S 2.2564 0.0038 -1.3842 0.1956
S 2.3150 -1.9249 -1.1957 -0.1749
H -0.5519 2.6121 0.9845 0.4065
H -1.4925 2.1647 2.2000 0.4300
H -0.9135 0.7676 -1.3367 0.2564
H -1.4291 -1.3871 -1.4124 0.4400
H 0.1362 -1.8147 -0.8034 0.4548
H -1.3443 -1.6758 0.1101 0.4564
H 1.1680 0.2605 0.8677 0.2538
H 1.1395 1.7853 -0.4554 0.2762
H 3.1226 -2.5499 -0.0057 0.1943
```

Calculated values
net charge = +1
structure (SMILES) = NC(=O)[C@H]([NH3+])CSS
HOMO-LUMO gap = 9.90 eV
LUMO = -0.1244 Ha

---

# 2
Below is a 6-piece molecular cluster, CH14O6 overall, with properties calculated with ωB97M-V/def2-TZVPD.

```
21
Properties=species:S:1:pos:R:3:nbo_charge:R:1
C 1.6114 -2.2505 1.9419 -0.2430
O 1.6601 -0.8338 1.9242 -0.7453
H 2.6279 -2.6177 2.0743 0.1739
H 0.9831 -2.6123 2.7589 0.1612
H 1.2359 -2.6772 0.9995 0.1468
H 0.9311 -0.5168 1.3733 0.4918
O -2.6529 -1.2881 -0.5403 -0.9572
H -1.7372 -0.9793 -0.4752 0.4810
H -2.6273 -2.1249 -1.0120 0.4642
O -1.5386 2.7486 0.8125 -0.9573
H -0.8678 2.9871 0.1594 0.4870
H -2.3780 2.8181 0.3460 0.4797
O 0.3826 3.3185 -1.3962 -0.9695
H 1.0711 3.2326 -2.0618 0.4933
H 0.3505 4.2529 -1.1662 0.4829
O 0.7549 -1.5893 -2.3030 -0.9392
H 0.0863 -1.5247 -1.6141 0.4670
H 1.3145 -2.3239 -2.0338 0.4715
O -0.3280 0.2789 0.1415 -0.9963
H -0.8788 0.8888 0.6630 0.5153
H -0.0010 0.8129 -0.5920 0.4922
```

Calculated values
net charge = 0
structure (SMILES) = CO.O.O.O.O.O
HOMO-LUMO gap = 9.97 eV
LUMO = 0.0048 Ha

---

# 3
Below is a 2-piece molecular cluster, C3H11N2 overall, with properties calculated with ωB97M-V/def2-TZVPD.

```
16
Properties=species:S:1:pos:R:3:nbo_charge:R:1
C -1.6877 0.4355 -0.0872 -0.6403
C -1.0875 1.7897 -0.4254 -0.6413
H -1.5535 -0.4241 -0.7477 0.2095
H -2.7635 0.5288 0.0007 0.2428
H -1.4135 0.0577 0.8819 0.1825
H -1.8364 2.5459 -0.6448 0.2452
H -0.4228 2.2438 0.3112 0.2077
H -0.5296 1.7368 -1.3683 0.2003
N 1.7267 -0.6990 -0.8030 -0.6841
C 1.2491 -0.7564 0.4113 0.4169
N 1.2311 -1.7845 1.2283 -0.7234
H 2.3021 -1.4516 -1.1640 0.4275
H 1.7669 0.1856 -1.2869 0.4457
H 0.8650 0.1789 0.8012 0.2394
H 0.4409 -1.9235 1.8520 0.4464
H 1.7127 -2.6636 1.0407 0.4255
```

Calculated values
net charge = +1
HOMO-LUMO gap = 11.20 eV
LUMO = -0.1503 Ha

---

# 4
Below is a 2-piece molecular cluster, C3H10N3 overall, with properties calculated with ωB97M-V/def2-TZVPD.

```
16
Properties=species:S:1:pos:R:3:nbo_charge:R:1
C 1.1220 2.7812 1.2822 -0.3066
C 0.7003 1.5251 1.4435 -0.3814
H 1.8552 3.2063 1.9591 0.2269
H 0.7045 3.4525 0.5395 0.2163
H 0.6466 1.0520 2.4266 0.2250
H 0.5413 0.8831 0.5577 0.1473
N -0.8106 -1.1152 -1.9173 -0.7771
C -0.3094 -0.6284 -0.6913 0.7449
N 0.9550 -1.2654 -0.4154 -0.8684
N -1.5443 -1.0116 0.3924 -0.6786
H -0.8736 -2.0967 -1.6516 0.4394
H -1.7033 -0.6472 -2.0552 0.4007
H 0.7793 -2.2136 -0.7464 0.4110
H 1.5707 -0.7824 -1.0712 0.4169
H -0.8253 -0.9630 1.1195 0.3918
H -2.0304 -0.1130 0.3645 0.3921
```

Calculated values
net charge = +1
HOMO-LUMO gap = 5.19 eV
LUMO = -0.2963 Ha

---

# 5
Below is C32H37As2S2SbTi as an isolated structure, with properties calculated with ωB97M-V/def2-TZVPD.

```
75
Properties=species:S:1:pos:R:3:lowdin_spin:R:1
Ti -1.1590 0.3965 -1.1785 0.9689
C -3.4381 -2.1369 0.2553 0.0106
As -1.7277 -1.3430 0.7926 0.0108
C -2.0363 -1.2352 2.6830 -0.0032
C -0.6154 -2.9205 0.5571 0.0011
C -0.3730 -3.8139 1.5948 -0.0003
C 0.3303 -4.9878 1.3489 0.0002
C 0.7788 -5.2763 0.0672 -0.0003
C 0.5449 -4.3768 -0.9660 -0.0003
C -0.1398 -3.1901 -0.7242 -0.0003
As -0.4043 -1.8692 -2.1229 0.0093
C -1.5062 -2.7693 -3.4186 0.0038
C 1.2978 -1.8819 -3.0347 -0.0010
H -3.5848 -3.0483 0.8300 0.0011
H -3.4238 -2.3730 -0.8047 0.0000
H -4.2440 -1.4313 0.4403 -0.0001
H -2.5021 -2.1670 2.9902 -0.0004
H -2.7138 -0.4059 2.8687 0.0000
H -1.1078 -1.0737 3.2230 0.0000
H -0.7223 -3.6100 2.5995 0.0000
H 0.5224 -5.6819 2.1591 0.0000
H 1.3139 -6.1978 -0.1281 0.0000
H 0.9129 -4.6086 -1.9581 0.0000
H -0.9827 -3.6543 -3.7701 0.0002
H -1.6914 -2.0875 -4.2436 -0.0001
H -2.4507 -3.0491 -2.9623 -0.0001
H 1.6123 -2.9076 -3.2034 -0.0003
H 2.0460 -1.3534 -2.4525 -0.0002
H 1.1626 -1.3740 -3.9864 0.0000
C -1.7892 3.4622 -4.3592 -0.0016
C -1.9272 2.2161 -3.5106 -0.0017
S -0.4341 1.2701 -3.2287 -0.0246
C -3.1143 1.8567 -2.9942 0.0233
C -4.3609 2.6690 -3.2711 0.0033
S -3.2911 0.3783 -2.0196 -0.0172
H -0.8021 3.5354 -4.8090 -0.0001
H -1.9535 4.3683 -3.7710 -0.0004
H -2.5263 3.4662 -5.1649 -0.0001
H -4.6898 2.5379 -4.3061 0.0014
H -4.1775 3.7352 -3.1281 -0.0001
H -5.1850 2.3763 -2.6242 0.0002
C 4.9970 4.0417 1.3565 -0.0001
C 5.0794 2.7266 1.7885 0.0000
C 4.1071 1.8041 1.4110 -0.0001
C 3.0479 2.2085 0.6018 0.0003
C 2.9710 3.5296 0.1564 -0.0001
C 3.9443 4.4432 0.5414 0.0000
Sb 1.5497 0.8264 0.0354 0.0069
C 1.9326 -0.6172 1.5297 0.0015
C 1.4737 -0.6017 2.8463 0.0001
C 1.8267 -1.6158 3.7292 0.0000
C 2.6524 -2.6526 3.3119 0.0001
C 3.1128 -2.6847 2.0027 0.0001
C 2.7455 -1.6768 1.1166 0.0003
C -0.0691 2.0006 0.8722 0.0029
C -1.1437 2.3877 0.0557 0.0037
C -2.2565 3.0720 0.5467 0.0007
C -2.2949 3.4041 1.8866 0.0000
C -1.2080 3.0951 2.7033 -0.0006
C -0.1116 2.4071 2.2090 0.0008
H 5.7543 4.7560 1.6549 0.0000
H 5.8995 2.4134 2.4229 0.0000
H 4.1780 0.7831 1.7673 0.0000
H 2.1557 3.8603 -0.4755 0.0000
H 3.8833 5.4701 0.2037 0.0000
H 0.8295 0.1893 3.2009 0.0000
H 1.4631 -1.5883 4.7496 0.0000
H 2.9340 -3.4332 4.0081 0.0000
H 3.7513 -3.4942 1.6697 0.0000
H 3.1001 -1.7322 0.0916 0.0000
H -1.0561 2.3296 -1.0391 0.0020
H -3.0629 3.3404 -0.1218 0.0000
H -3.1476 3.9325 2.2927 0.0000
H -1.2150 3.4076 3.7407 0.0000
H 0.7287 2.2240 2.8645 0.0001
```

Calculated values
net charge = +1
spin multiplicity = 2
HOMO-LUMO gap (alpha / beta) = 6.83 / 6.97 eV
LUMO (alpha / beta) = -0.1149 / -0.1102 Ha
expectation value of S² = 0.76

---

# 6
Below is a 2-piece molecular cluster, C2H6N4S overall, with properties calculated with ωB97M-V/def2-TZVPD.

```
13
Properties=species:S:1:pos:R:3:nbo_charge:R:1
C 1.9206 -0.7297 0.7308 0.2425
C -2.3467 0.5338 -0.0829 0.7530
N -2.7720 -0.2065 0.6572 -0.4438
N 3.0603 -0.6599 0.0272 -0.6666
N 0.9319 -0.1078 0.3131 -0.5743
N -2.0141 1.1682 -1.1428 -0.8001
S 2.9600 0.2247 -1.3064 0.8711
H 1.8710 -1.4331 1.6324 0.2366
H -3.4490 -0.3824 1.3996 0.5102
H 3.9172 -1.2469 0.3034 0.5016
H -0.0247 -0.1807 0.6558 0.3885
H -2.1918 0.7908 -2.0837 0.4883
H -1.8628 2.2296 -1.1039 0.4929
```

Calculated values
net charge = +2
HOMO-LUMO gap (alpha / beta) = 7.15 / 7.10 eV
LUMO (alpha / beta) = -0.4097 / -0.4119 Ha

---

# 7
Below is one molecule with the formula C2H2O2S, with properties calculated with ωB97M-V/def2-TZVPD.

```
7
Properties=species:S:1:pos:R:3:nbo_charge:R:1
C -0.8515 -0.6601 -0.0366 0.3693
C -0.0753 0.5575 0.1315 -0.6727
O -0.5008 -1.8023 0.1030 -0.4690
O 2.4560 -0.0982 -0.2197 -0.8411
S 1.5296 0.9727 0.0741 1.2607
H -1.9052 -0.4300 -0.3222 0.1155
H -0.6528 1.4604 0.2699 0.2373
```

Calculated values
net charge = 0
HOMO-LUMO gap (alpha / beta) = 8.78 / 8.78 eV
LUMO (alpha / beta) = -0.0543 / -0.0543 Ha

---

# 8
Below is C7H13O4P as an isolated structure, with properties calculated with ωB97M-V/def2-TZVPD.

```
25
Properties=species:S:1:pos:R:3:nbo_charge:R:1
C 0.2205 -0.4876 -0.6399 -0.5141
C 2.5726 -0.6086 0.6298 -0.4931
C 2.4476 -1.8262 -0.2508 -0.7196
C 1.7323 0.5159 0.2106 0.6089
C -0.9361 0.4102 -0.9597 -0.5737
C -3.1878 0.7838 0.1092 -0.0739
C -1.6990 0.4973 0.4309 0.0678
O 2.1586 1.2200 -0.8740 -0.7486
O 1.2517 1.3910 1.1885 -0.7111
O -3.6920 0.1232 -0.9934 -0.7170
O -1.6256 -0.6088 1.3027 -0.7144
P 0.7573 -2.0742 -0.9081 0.6731
H 2.2427 -0.8916 1.6072 0.2282
H 3.6897 -0.3887 0.6959 0.2339
H 3.2042 -1.9559 -0.9590 0.2319
H 2.6544 -2.6631 0.4261 0.2322
H -0.5059 1.3740 -1.1756 0.2298
H -1.8038 0.0736 -1.6546 0.2685
H -3.2317 1.9278 -0.1153 0.1787
H -3.8550 0.4429 1.0348 0.1788
H -1.3427 1.3531 1.0623 0.1745
H 1.7750 0.7696 -1.6640 0.5128
H 1.7285 2.2258 0.8708 0.4910
H -3.8871 -0.8716 -0.6448 0.4769
H -0.6684 -0.7320 1.2707 0.4787
```

Calculated values
net charge = 0
HOMO-LUMO gap = 9.10 eV
LUMO = 0.0144 Ha

---

Energy above the lowest of the compared OMol25 structures with the same formula, charge and spin values (in kJ/mol) by entry order: 190.1 60.9 61.3 783.8 51.4 228.5 146.5 533.5.